(1)
C6H13NO | ωB97M-V/def2-TZVPD

- energy above the lowest of the compared OMol25 structures with the same formula, charge and spin (eV) = 0.655

Each line ends with the Löwdin charge.
Positions of all 21 atoms, in Å:
C: 2.33971 1.66820 1.34971  -0.116
C: 1.71255 0.44108 0.69995  -0.274
C: 0.23204 0.66281 0.40158  -0.184
C: -0.45163 -0.57402 -0.20058  -0.346
N: 0.00262 -0.94120 -1.53649  0.044
C: -1.97396 -0.39058 -0.23066  -0.417
C: -2.71205 -1.48412 -0.94843  -0.019
O: -2.52201 0.54006 0.30184  0.093
H: 2.25365 2.53262 0.69489  0.072
H: 1.83856 1.89929 2.28677  0.072
H: 3.39378 1.49639 1.55572  0.067
H: 1.82216 -0.41854 1.36637  0.110
H: 2.25098 0.21538 -0.22486  0.099
H: 0.11492 1.50128 -0.29044  0.124
H: -0.29093 0.92620 1.32226  0.117
H: -0.26218 -1.44075 0.44845  0.155
H: -0.08242 -0.14168 -2.15724  0.091
H: 0.98093 -1.20577 -1.51209  0.072
H: -2.18929 -1.73811 -1.86562  0.066
H: -2.72166 -2.36756 -0.31261  0.090
H: -3.73577 -1.18100 -1.14849  0.083

***

(2)
C4H13N2O2 | ωB97M-V/def2-TZVPD

- energy above the lowest of the compared OMol25 structures with the same formula, charge and spin (eV) = 2.337
- net charge = +1

Each line ends with the Löwdin charge.
Positions of all 21 atoms, in Å:
C: 2.03879 1.20095 0.04528  -0.031
C: 0.73017 0.81796 -0.62818  -0.331
C: 0.07872 -0.40663 0.04404  -0.065
C: -1.37866 -0.64813 -0.57187  -0.410
N: -2.27905 -1.34447 0.22747  0.171
O: -1.66150 0.09932 -1.51782  0.008
N: 0.76757 0.52667 -2.11643  0.192
H: 2.75099 1.78476 -0.37173  0.045
H: 2.41400 0.30918 0.62976  0.110
H: 1.78333 1.84466 0.91905  0.108
H: 0.07753 1.74139 -0.58606  0.172
H: 0.63270 -1.34080 0.12696  0.130
H: -0.04701 0.04269 1.09768  0.131
H: -2.16572 -1.35505 1.24154  0.079
H: -3.26397 -1.32507 -0.00106  0.118
H: 1.35810 -0.22633 -2.34125  0.143
H: 0.80182 1.32264 -2.76941  0.184
H: -0.18251 0.09334 -2.39649  0.149
H: -1.04883 -0.43086 3.27146  -0.002
H: -0.57352 -1.73123 3.06950  0.051
O: -0.83295 -0.97499 2.62758  0.047

***

(3)
C18H18N3SbSe3TaTe | ωB97M-V/def2-TZVPD

- energy above the lowest of the compared OMol25 structures with the same formula, charge and spin (eV) = 0.000
- net charge = +3

Each line ends with the Löwdin charge.
Positions of all 45 atoms, in Å:
Ta: -0.66634 -0.40346 -0.01981  1.027
C: -1.69469 -1.04105 -3.40298  -0.029
C: -1.10438 0.30942 -3.16286  -0.286
C: -1.16382 1.30267 -4.13097  0.038
C: -0.60332 2.54504 -3.90122  0.034
C: 0.04544 2.78957 -2.68967  -0.086
C: 0.07851 1.78712 -1.75215  -0.441
N: -0.49474 0.57453 -1.97782  -0.140
Sb: 1.28222 2.30777 0.02242  1.627
C: 0.08177 1.71801 1.77790  -0.446
C: -0.01690 2.71192 2.72197  -0.085
C: -0.67932 2.42635 3.91646  0.034
C: -1.19571 1.16003 4.12137  0.038
C: -1.07520 0.18295 3.14381  -0.297
C: -1.62193 -1.19236 3.34094  -0.025
N: -0.44328 0.48138 1.98014  -0.144
C: 2.33734 0.44423 0.00708  -0.458
C: 3.70814 0.53398 0.02888  -0.086
C: 4.45317 -0.64144 0.03597  0.022
C: 3.78536 -1.84443 0.01484  0.028
C: 2.39370 -1.89685 -0.00963  -0.270
C: 1.73161 -3.23776 -0.03355  -0.074
N: 1.66922 -0.74409 -0.01023  -0.064
H: -1.89506 -1.17791 -4.46295  0.105
H: -2.64274 -1.15020 -2.87139  0.076
H: -1.02042 -1.83069 -3.07669  0.066
H: -1.65291 1.08805 -5.07161  0.143
H: -0.65906 3.32065 -4.65523  0.144
H: 0.52397 3.74141 -2.50048  0.108
H: 0.41599 3.68757 2.54497  0.108
H: -0.78173 3.19073 4.67713  0.143
H: -1.70592 0.91907 5.04394  0.142
H: -1.90119 -1.34199 4.38107  0.105
H: -0.88558 -1.94924 3.07231  0.082
H: -2.51363 -1.34889 2.72996  0.061
H: 4.19904 1.49846 0.04075  0.110
H: 5.53529 -0.61023 0.05768  0.142
H: 4.33748 -2.77379 0.01544  0.139
H: 2.48469 -4.02152 -0.04102  0.101
H: 1.11844 -3.36144 -0.92499  0.051
H: 1.10772 -3.38826 0.84670  0.055
Se: -1.44118 -2.57695 -0.10624  0.355
Se: -5.08315 -2.61860 0.07723  0.176
Te: -5.28271 -0.31873 0.12604  0.672
Se: -3.06419 0.74898 0.07648  -0.002

***

(4)
C16H53N4O7 | ωB97M-V/def2-TZVPD

- energy above the lowest of the compared OMol25 structures with the same formula, charge and spin (eV) = 2.953
- net charge = +1

Each line ends with the Löwdin charge.
Positions of all 80 atoms, in Å:
N: -0.28705 -0.32122 -0.78707  0.351
H: 0.50395 -0.59822 -1.41807  0.136
H: -0.17705 -0.34023 0.13693  0.024
H: -1.12805 -0.87422 -1.16107  0.137
H: -0.36105 0.59978 -1.21407  0.079
C: 3.04195 1.30478 1.81693  -0.002
C: 2.10395 0.50678 2.64993  -0.368
C: 0.81295 1.25277 3.12893  -0.136
O: 1.05295 2.06077 4.28193  -0.160
C: 0.06995 2.88278 4.78793  -0.123
N: 1.58795 -0.65022 1.93993  0.051
H: 3.53695 2.01678 2.39393  0.071
H: 2.65695 1.52378 0.89693  0.044
H: 3.89095 0.54578 1.52693  0.104
H: 2.35995 0.14678 3.45193  0.054
H: 0.00095 0.78878 3.28093  0.055
H: 0.43795 1.86978 2.46193  0.058
H: 0.23695 3.51178 5.69093  0.112
H: -0.70305 2.18277 4.92993  0.067
H: -0.32605 3.55878 4.04393  0.071
H: 2.40395 -1.30122 1.65093  0.075
H: 1.21095 -1.34522 2.54993  0.075
C: -3.08105 2.37378 -0.77007  -0.052
C: -2.29405 2.97378 0.40593  -0.432
C: -2.52205 2.23778 1.71693  -0.233
O: -3.87805 2.06778 1.98293  -0.152
C: -4.24805 3.09678 2.98593  -0.027
N: -0.90705 2.97078 0.03093  0.094
H: -2.73005 1.51078 -1.31907  0.033
H: -3.35805 3.17278 -1.72407  0.149
H: -4.15705 2.28378 -0.52707  0.072
H: -2.72505 3.81778 0.81593  0.113
H: -1.97705 2.38778 2.55493  0.073
H: -2.40705 1.17978 1.29993  0.138
H: -4.16705 4.01278 2.71093  0.022
H: -3.74105 3.02978 3.85793  0.048
H: -5.28405 2.85778 3.37393  0.126
H: -0.60005 3.57578 0.70193  0.051
H: -0.80905 3.36478 -0.85007  0.036
C: 1.15195 -4.80622 0.44893  -0.080
C: 1.16195 -3.43122 -0.15807  -0.465
C: 2.49895 -2.85022 -0.47607  -0.167
O: 3.19895 -2.53523 0.76193  -0.221
C: 4.43195 -1.99522 0.43593  -0.145
N: 0.34995 -3.41722 -1.40907  0.038
H: 1.99695 -5.57122 0.13093  0.122
H: 0.04595 -5.07222 0.28593  0.080
H: 1.26895 -5.02722 1.59093  0.105
H: 0.56095 -2.87422 0.58893  0.123
H: 2.37295 -2.08322 -1.10707  0.060
H: 3.18795 -3.38422 -0.95607  0.094
H: 5.21595 -2.78122 0.08193  0.115
H: 5.12295 -1.71523 1.39593  0.146
H: 4.21795 -1.21422 -0.28507  0.082
H: 1.12195 -3.92522 -1.79207  0.054
H: -0.43405 -4.11722 -1.60007  0.114
C: -1.47205 -1.48722 -4.42307  -0.139
O: -2.11305 -1.57422 -3.16607  -0.116
H: -1.53205 -0.54622 -5.02407  0.095
H: -2.03905 -2.09623 -5.05207  0.052
H: -0.53205 -2.06222 -4.32907  0.095
H: -3.01905 -1.64722 -3.23507  0.041
C: -2.92305 -3.10922 0.57493  -0.119
O: -2.43805 -1.86122 1.03793  -0.072
H: -2.18105 -3.98322 0.62993  0.106
H: -3.35805 -3.19422 -0.41007  0.087
H: -3.49505 -3.30022 1.28293  -0.003
H: -3.15705 -1.66822 1.54793  0.028
C: -0.62405 2.28177 -3.57207  -0.071
O: 0.49895 2.29778 -2.62007  -0.150
H: -1.41405 1.55878 -3.16507  0.087
H: -0.24105 1.99478 -4.41107  0.005
H: -1.05205 3.31878 -3.64707  0.109
H: 0.96795 3.07978 -2.77607  0.046
C: 3.15895 0.75778 -3.58807  -0.090
O: 2.56995 -0.57622 -3.29407  -0.153
H: 4.08495 0.73778 -3.82907  0.004
H: 3.07795 1.60478 -2.63707  0.152
H: 2.54395 1.16578 -4.24907  0.012
H: 3.17495 -1.12722 -3.87107  0.105

***

(5)
C20H28Cl4N4 | ωB97M-V/def2-TZVPD

- energy above the lowest of the compared OMol25 structures with the same formula, charge and spin (eV) = 0.626

Each line ends with the Löwdin charge.
Positions of all 56 atoms, in Å:
C: 1.34904 1.78546 3.34600  -0.111
C: 0.96482 0.74612 4.23733  -0.139
C: -0.33229 0.94154 4.60070  -0.144
N: -0.79733 1.99778 3.87586  0.014
C: 0.21422 2.56365 3.14916  -0.127
H: 2.25526 1.85578 2.74467  0.094
H: 1.51420 -0.14442 4.54177  0.093
H: -1.07076 0.38803 5.21001  0.128
H: -1.74311 2.32669 3.81719  0.120
H: 0.07254 3.33956 2.47941  0.087
C: 2.31581 -0.74091 -4.52446  -0.151
C: 2.55055 -2.14432 -4.58820  -0.082
C: 1.75803 -2.67023 -3.56927  -0.153
N: 1.10183 -1.65825 -3.00256  0.008
C: 1.45556 -0.43087 -3.55389  -0.172
H: 2.58117 0.04914 -5.20285  0.096
H: 3.28624 -2.54768 -5.28264  0.094
H: 1.77292 -3.73244 -3.21666  0.124
H: 0.67371 -1.57726 -2.10534  0.104
H: 1.03842 0.45339 -3.10978  0.068
C: 3.43062 -2.21625 3.05350  -0.145
C: 3.90077 -1.35023 2.12244  -0.120
C: 3.42120 -1.76056 0.86148  -0.107
N: 2.67353 -2.92136 1.09631  0.012
C: 2.66870 -3.21826 2.43987  -0.117
H: 3.55098 -2.20437 4.14400  0.105
H: 4.48669 -0.46468 2.23827  0.093
H: 3.59873 -1.44564 -0.14213  0.099
H: 2.11785 -3.39575 0.44348  0.115
H: 2.13898 -4.07710 2.77840  0.103
C: -5.06691 1.87416 2.68680  -0.109
C: -4.54376 3.17292 2.67233  -0.122
C: -3.40386 3.10380 1.93968  -0.190
N: -3.16390 1.81454 1.58557  0.002
C: -4.16815 1.04211 2.04797  -0.128
H: -6.03505 1.65449 3.05603  0.081
H: -4.87874 4.15124 3.06494  0.109
H: -2.82112 3.93764 1.51477  0.123
H: -2.28221 1.56854 1.19139  0.045
H: -4.15908 -0.01582 1.79426  0.114
Cl: -1.51399 1.20238 -3.94374  0.556
C: -1.15759 0.60166 -5.57392  -0.646
C: -2.27788 -0.02521 -6.37398  -0.707
Cl: -3.46512 1.03245 -7.04885  0.594
H: -0.21731 0.08289 -5.55289  0.048
H: -0.92201 1.49239 -6.10692  0.045
H: -2.80689 -0.74933 -5.73200  0.076
H: -1.84023 -0.59031 -7.17881  0.068
Cl: -0.97850 -2.17102 1.07446  0.507
C: 0.08616 -0.77722 1.51919  -0.639
C: 0.66640 0.03425 0.35585  -0.567
Cl: -0.64847 0.90776 -0.59196  0.537
H: 0.75302 -1.33756 2.25737  0.060
H: -0.61618 -0.15763 2.13486  0.044
H: 1.23315 -0.52338 -0.41234  0.029
H: 1.27933 0.92765 0.73789  0.081